Computed, not measured: a molecular structure, C5H10N, with wB97M-V/def2-TZVPD.

XYZ file:
```
16
Properties=species:S:1:pos:R:3:forces:R:3:nbo_charge:R:1
N -0.7876 1.3094 -0.0357 4.5 -1.2 1.3 -0.690
C 1.9383 0.4102 -0.1978 -1.4 -0.2 0.7 -0.407
C -0.4339 -0.1126 0.2126 3.6 -1.6 -3.5 0.161
C 0.9850 -0.5625 0.5544 -0.4 1.1 0.1 -0.246
C 1.0323 -0.5704 -0.9066 -1.9 2.5 2.6 -0.196
C -1.6626 -0.8956 0.2559 -0.6 -0.7 0.0 -0.677
H 2.9889 0.1760 0.0361 -0.5 0.1 -0.6 0.277
H -2.2950 -0.2936 0.9162 -0.6 -0.6 -0.1 0.227
H -1.3308 1.3910 -0.8403 -1.7 0.5 -1.3 0.445
H 0.1807 1.6206 -0.2583 -0.8 1.0 0.0 0.452
H -1.4515 -1.8377 0.6943 0.0 -0.9 0.9 0.259
H 1.0508 -1.3174 -1.6388 0.0 -0.8 -0.8 0.259
H -2.1666 -1.2034 -0.6824 0.3 0.9 0.2 0.259
H -1.0733 1.6920 0.8399 -0.9 1.1 0.4 0.440
H 1.3110 -1.3440 1.2384 -0.3 0.4 0.2 0.266
H 1.7144 1.5382 -0.1879 0.8 -1.6 -0.1 0.175
```
Positions in Å, forces in eV/Å.

Total charge: +1
HOMO-LUMO gap in eV: 10.3
Relative energy (zero: lowest compared OMol25 entry of this formula, charge and spin) in kcal per mole: 83.3
Highest occupied orbital energy in eV: -13.71

Computed, not measured: 3 unconnected molecules or ions with the total composition C32H63FN4O5P2S, with wB97M-V/def2-TZVPD.

XYZ file:
```
108
Properties=species:S:1:pos:R:3:forces:R:3:mulliken_charge:R:1
S -1.0368 3.0615 4.5910 0.3 0.2 0.0 -0.104
P -1.2189 0.4408 -0.2007 1.7 -0.4 -1.2 0.381
P -4.9522 0.9320 2.3559 -1.5 0.7 0.2 0.043
F -2.1989 -2.4392 -1.0118 -1.1 1.3 2.0 -0.304
O -3.4122 0.1330 -1.6975 -1.4 2.3 -0.6 -0.043
O 3.1720 -3.5454 -2.3159 0.3 0.3 0.1 -0.390
O -1.0944 2.1923 -0.3068 -1.5 -1.9 0.8 -0.646
O 7.2199 -0.7267 -2.8244 0.4 0.3 0.0 -0.252
O -2.8599 -1.4543 1.1603 0.9 0.2 -1.3 0.041
N -3.8450 3.6630 0.9125 -0.2 -0.5 0.9 -0.369
N -2.4406 2.0834 2.3141 0.6 0.3 0.0 1.155
N 1.4208 -2.4675 -4.3236 0.0 0.0 0.4 -0.709
N 8.6241 -3.1156 -2.0556 -0.1 0.2 -0.3 -0.737
C -1.4136 -0.8993 3.8169 1.1 -1.4 1.4 0.121
C -3.9249 0.3458 -0.3149 -0.4 0.5 -0.4 -1.362
C -5.1186 1.8749 -2.8148 2.2 1.1 -0.7 -0.197
C -3.6846 1.2748 -2.5186 0.0 3.5 -2.8 0.308
C -2.7931 -0.0706 0.8217 -0.7 2.2 -0.3 -0.231
C -1.1018 2.3093 2.8454 1.8 1.4 -0.9 -0.096
C -5.3288 3.1596 -3.6973 4.2 -1.3 0.7 -0.493
C -2.7393 -0.0538 3.5906 0.3 -0.2 1.3 -1.203
C -4.0545 3.8770 -4.3158 0.5 -2.7 1.7 -0.336
C -2.4475 2.0182 -3.2095 -2.4 0.9 -0.2 0.005
C -0.3247 -5.0788 -0.6826 -4.8 2.8 4.1 -0.251
C -3.0041 0.7603 2.2210 -2.0 -2.0 1.7 0.512
C -0.4129 -0.3354 4.9995 -0.6 -0.1 -0.7 -1.006
C -2.3752 -3.8310 0.9782 1.6 -0.3 0.4 -0.480
C -0.1021 4.6758 4.5264 -0.1 1.3 0.0 -0.380
C -1.2860 -4.6329 0.1102 4.5 -1.4 -4.0 -0.325
C 4.3961 -4.0582 -2.8149 -0.2 -0.4 0.1 -0.568
C -1.0147 5.9316 4.0169 1.1 0.0 0.3 -0.873
C 2.5586 -1.6719 -3.8423 0.2 -0.4 -0.1 0.352
C 3.6625 -1.6991 -4.8956 0.2 0.2 -0.2 -1.329
C -2.9554 -2.4752 0.2102 -1.0 -4.4 -0.5 1.112
C 0.3925 -0.1586 0.6449 1.1 0.3 -0.2 -0.705
C 6.7708 0.0677 -1.7383 -0.3 -0.2 -0.1 -0.800
C -3.2132 3.3060 2.2572 -0.1 3.3 -0.6 -0.429
C -5.4156 1.4244 4.1699 0.4 0.0 0.2 -1.083
C 3.0252 -2.1382 -2.4460 -0.4 0.2 0.1 0.164
C -5.7931 -0.7900 2.2395 -0.5 -1.0 0.7 -0.782
C 9.4280 -1.3492 -0.5803 0.2 0.0 0.2 -1.388
C -2.5934 3.3078 -4.1022 -3.7 -2.3 2.1 -0.541
C 9.3173 -1.8200 -2.0277 -0.4 0.1 0.2 0.320
C 8.6382 -0.7930 -2.9600 0.0 -0.3 -0.2 -0.754
C -4.4670 -2.9577 -0.2204 0.9 0.1 -1.1 -1.302
H -5.1541 -3.0873 0.6885 1.1 0.4 -1.4 0.242
H 0.8840 4.5732 3.9298 -1.7 0.2 0.8 0.277
H 0.5646 -5.3350 -1.3749 -2.1 0.4 1.7 0.319
H 9.7832 -0.3153 -0.5300 0.0 -0.1 0.0 0.346
H -1.6409 3.7880 -4.5528 -2.0 -0.9 0.9 0.305
H -0.5885 3.1248 2.1815 -0.8 -1.5 1.1 0.568
H 1.6819 -3.4516 -4.2387 0.0 0.2 -0.1 0.342
H 5.7685 0.4340 -1.9783 0.1 0.0 -0.1 0.241
H 9.0852 0.2030 -2.8564 -0.1 0.0 0.2 0.390
H -4.8812 3.6739 1.0270 1.3 0.1 -0.4 0.262
H -2.0366 2.4505 -0.5303 1.3 0.1 0.3 0.348
H -1.1322 5.8650 2.8763 -0.1 0.2 1.8 0.215
H 10.3385 -1.9706 -2.3957 -0.1 0.0 -0.1 0.444
H -4.1921 1.4595 -0.2964 0.5 -1.6 0.7 0.624
H 4.6184 -4.9855 -2.2790 -0.1 0.1 0.0 0.299
H 8.8196 -1.1065 -3.9945 -0.1 0.0 0.1 0.317
H -2.0256 5.9933 4.5814 1.7 -0.3 -1.1 0.228
H 6.6885 -0.5437 -0.8373 0.1 0.2 0.2 0.282
H -0.0009 -1.2172 5.6221 -0.6 1.5 -1.1 0.341
H -3.4938 4.5760 0.5857 -0.5 -0.7 0.3 0.244
H 2.2312 -0.6303 -3.7465 0.0 -0.1 0.1 0.385
H -1.3971 1.5765 -2.9999 -2.1 0.8 -0.4 0.261
H 0.8774 0.6069 1.3480 -0.7 -1.3 -0.6 0.209
H 5.2269 -3.3627 -2.6635 0.0 0.1 -0.1 0.128
H 0.4506 0.2371 4.4964 -1.3 -0.8 1.1 0.208
H -5.5838 0.4772 4.8046 0.2 1.6 -0.8 0.368
H -3.6323 -0.7416 3.8999 1.6 1.1 -1.0 0.367
H -0.7393 -1.1005 2.9173 -1.3 0.5 1.0 -0.465
H 8.4782 -1.4100 -0.0441 0.0 0.0 -0.1 0.279
H -6.0412 1.3599 -2.3274 1.8 1.0 -1.0 0.246
H 0.3156 -1.2289 1.0781 -0.1 1.9 -0.5 0.305
H -1.7176 -1.9576 4.2110 0.4 1.8 -0.9 0.371
H -4.2987 -3.9954 -0.7256 -0.3 1.9 1.0 0.508
H 0.1999 4.9209 5.6163 -0.5 -0.8 -1.7 0.343
H -1.0166 0.3714 5.6736 1.1 -1.0 -0.9 0.218
H -2.4635 4.1941 2.3984 -1.2 -2.0 0.1 -0.221
H 10.1413 -1.9720 -0.0320 -0.1 0.0 -0.1 0.343
H -4.0101 3.5090 3.0665 1.3 -0.9 -1.0 0.130
H -6.3617 2.1000 4.1272 1.6 -1.4 0.0 0.326
H 3.9409 -1.6212 -2.1337 0.1 -0.1 -0.1 0.086
H -5.0854 -1.6625 2.4994 -1.1 1.3 -0.6 0.031
H -4.5614 2.0589 4.6075 -1.3 -1.0 -0.5 0.338
H -3.2383 -4.5176 1.3116 1.4 1.0 -0.8 0.408
H 7.4207 0.9290 -1.5591 0.1 -0.1 0.0 0.376
H -1.8368 -3.5024 1.9597 -0.9 -0.5 -1.8 0.118
H -0.4202 6.9042 4.2640 -1.1 -1.6 -0.6 0.360
H 3.3653 -1.1165 -5.7729 0.0 -0.1 0.1 0.365
H 0.6496 -2.3657 -3.6653 0.0 0.1 -0.2 0.236
H -4.8870 -0.2573 -0.2582 1.4 0.7 0.3 -0.130
H 8.6402 -3.4736 -3.0092 0.1 -0.1 0.1 0.296
H -2.7490 0.7576 4.4347 0.0 -1.3 -1.7 0.408
H -4.1692 4.8390 -4.9398 0.1 -1.8 1.1 0.301
H -6.3100 -0.9678 1.2182 1.1 0.4 1.6 0.341
H 7.6339 -2.9315 -1.8839 0.2 -0.1 0.1 0.284
H 4.5879 -1.2632 -4.5059 0.0 -0.1 0.0 0.228
H -6.3890 3.5821 -3.8624 2.0 -0.8 0.3 0.312
H 2.2501 -1.8587 -1.7231 0.0 -0.1 -0.1 -0.103
H 3.8833 -2.7094 -5.2478 -0.1 0.0 0.1 0.283
H 4.2944 -4.3086 -3.8728 0.2 0.1 -0.1 0.269
H -0.3676 1.4369 2.8708 -1.7 0.9 -0.2 -0.558
H -6.6558 -0.8443 3.0246 1.6 0.4 -1.3 0.459
H -4.9082 -2.2835 -1.0500 0.6 -0.9 1.6 0.133
H 1.1458 -0.2682 -0.2435 -1.5 0.3 1.5 0.175
```
Positions in Å, forces in eV/Å.

SMILES: C#CC[C@](C)(F)O[C@](COc1ccccc1)(P(C)O)[C@@](CCC)(N(CN)CSCC)P(C)C.COC[C@@H](C)N.COC[C@@H](C)N
HOMO-LUMO gap in eV: 8.0
Highest occupied orbital energy in eV: -7.36

Computed, not measured: C3H3N3O2 in the gas phase, with wB97M-V/def2-TZVPD.

XYZ file:
```
11
Properties=species:S:1:pos:R:3:forces:R:3:nbo_charge:R:1
O -0.7257 0.5805 -0.6089 0.9 -0.4 -0.1 -0.284
O 0.3559 -1.0881 2.2240 0.4 0.7 -1.4 -0.559
N 0.2324 -0.1559 0.0674 1.6 0.2 -0.9 -0.192
N 1.6175 -0.0452 -1.8305 -0.1 0.6 0.0 -0.607
N -1.4977 0.0536 1.4176 -0.2 0.6 -0.6 -0.486
C -1.6862 0.6238 0.2928 -2.1 0.6 0.6 0.396
C 1.4397 -0.3210 -0.6179 0.5 -0.8 0.2 0.257
C -0.1776 -0.4579 1.3345 -1.1 -1.0 2.1 0.711
H 0.7874 0.4376 -2.1965 0.3 -0.3 -0.2 0.343
H -2.5638 1.1690 -0.0864 0.3 -0.4 0.5 0.208
H 2.2181 -0.7965 0.0038 -0.5 0.2 -0.2 0.212
```
Positions in Å, forces in eV/Å.

SMILES: [H]/N=C\n1ocnc1=O
HOMO-LUMO gap in eV: 10.6
Relative energy (zero: lowest compared OMol25 entry of this formula, charge and spin) in kcal per mole: 71.1
Highest occupied orbital energy in eV: -10.42

Computed, not measured: a gas-phase ion, C5H12NO (charge +1), with wB97M-V/def2-TZVPD.

XYZ file:
```
19
Properties=species:S:1:pos:R:3:forces:R:3:nbo_charge:R:1
O -2.0202 -1.3518 -0.8921 -0.6 0.0 0.1 -0.477
N -1.4607 0.7424 0.6049 0.5 -0.3 0.3 -0.690
C -0.5269 -0.4839 0.6647 -0.2 1.7 0.6 -0.130
C 0.7771 -0.2417 -0.1538 0.2 -0.9 0.7 -0.221
C 0.5069 0.3213 -1.5317 0.4 -1.0 -0.9 -0.638
C -1.3788 -1.6055 0.0867 1.2 -0.3 -0.2 0.410
C 1.8558 0.5435 0.6319 -2.1 -0.3 0.1 -0.589
H -2.1720 0.6734 1.3344 -0.2 -0.1 -0.2 0.443
H 2.0178 0.0123 1.5567 0.4 -0.1 0.4 0.219
H 0.2574 -0.4739 -2.2465 -0.6 0.2 0.3 0.249
H 1.3932 1.5073 0.8973 0.9 0.2 -0.2 0.186
H -0.9074 1.5616 0.8491 -0.1 0.3 -0.5 0.442
H -1.9019 0.7715 -0.3216 0.0 0.2 0.1 0.467
H -0.2544 1.0958 -1.5460 0.1 0.2 -0.2 0.191
H -0.2850 -0.4562 1.7290 0.1 -1.0 0.0 0.234
H 1.1622 -1.2747 -0.1846 0.1 0.2 -0.6 0.233
H -1.2339 -2.6238 0.4807 -0.2 0.0 0.0 0.172
H 1.4160 0.6992 -1.9926 0.1 0.4 0.4 0.251
H 2.7544 0.5833 0.0335 0.1 0.4 0.1 0.249
```
Positions in Å, forces in eV/Å.

Total charge: +1
SMILES: CC(C)[C@@H]([NH3+])C=O
HOMO-LUMO gap in eV: 11.1
Relative energy (zero: lowest compared OMol25 entry of this formula, charge and spin) in kcal per mole: 17.6
Highest occupied orbital energy in eV: -14.97

Computed, not measured: CH3N2OP in the gas phase, with wB97M-V/def2-TZVPD.

XYZ file:
```
8
Properties=species:S:1:pos:R:3:forces:R:3:nbo_charge:R:1
P 1.4294 -0.8769 2.8506 -1.1 -0.2 -0.8 1.353
O 2.6632 -0.6173 3.5753 1.0 0.1 0.7 -1.035
N 1.2036 0.3212 1.7450 0.4 0.1 0.0 -0.786
N 0.2971 0.4067 0.8115 -0.9 -0.1 -1.1 -0.179
C 0.0684 -0.3119 -0.2627 0.5 0.2 1.3 -0.159
H -0.6814 0.0016 -0.9585 -0.3 0.2 0.0 0.204
H -0.2873 1.2473 0.9021 0.1 -0.3 -0.1 0.393
H 0.6406 -1.2076 -0.4235 0.2 0.0 0.0 0.208
```
Positions in Å, forces in eV/Å.

HOMO-LUMO gap (alpha / beta) in eV: 8.6 / 8.6
Relative energy (zero: lowest compared OMol25 entry of this formula, charge and spin) in kcal per mole: 45.8
Highest occupied orbital energy (alpha / beta) in eV: -8.80 / -8.80

Computed, not measured: 7 unconnected molecules or ions with the total composition C36H52BF7N6O7S2, with wB97M-V/def2-TZVPD.

XYZ file:
```
111
Properties=species:S:1:pos:R:3:forces:R:3:mulliken_charge:R:1
S 5.0060 1.9353 2.8529 -0.7 0.5 0.2 -0.141
S 8.0282 1.3443 2.1937 5.8 3.3 2.0 1.386
F 8.3272 -1.4694 -2.6662 0.4 4.6 3.1 -0.252
F 5.8851 -1.3189 -1.0359 0.6 4.6 0.0 -0.300
F 4.7312 0.6623 -1.6940 3.8 -1.3 2.8 -0.238
F 6.7664 0.9214 -3.2332 1.8 -0.5 4.5 -0.308
F 9.6042 0.5453 -2.6472 -3.7 -2.7 2.7 -0.252
F 9.1656 -0.5348 -0.5658 -2.6 1.0 -4.7 -0.187
F 7.7053 2.1220 -1.3975 -1.8 -4.6 -0.9 -0.215
O 7.1326 2.6375 1.4924 -0.6 -2.6 -0.5 -0.539
O 4.2086 5.7076 0.1410 -0.7 -2.6 0.0 -0.403
O 8.1733 1.4009 3.7342 -2.4 -1.0 -5.5 -0.566
O 3.3326 -0.3956 0.7285 3.3 1.7 0.6 -0.646
O 7.0837 0.0944 1.4854 0.8 1.9 -0.6 -0.363
O 0.5012 5.3138 0.1752 -0.9 -2.9 -0.2 -0.439
O 9.4589 1.5880 1.6557 -5.6 -1.7 0.6 -0.573
N -8.1200 -2.9075 -1.4655 -4.0 0.6 9.3 -0.497
N 8.2369 -6.5988 -3.6984 2.8 8.3 5.1 -0.406
N -1.3082 1.1287 -2.6877 9.9 -0.2 3.8 -0.476
N -5.1217 -4.3573 -3.7870 -8.6 0.1 -5.3 -0.467
N -2.2082 -4.3692 0.6613 9.4 -0.5 4.1 -0.556
N -7.5781 -0.8157 2.9135 2.2 0.0 10.2 -0.554
C 5.7759 2.1188 1.1174 -0.3 1.3 0.9 0.761
C -5.6604 2.3861 -1.0621 -0.1 -0.7 0.6 -1.316
C -0.1518 1.1109 -2.1852 -7.6 0.1 -3.3 -0.024
C -9.1550 -2.7263 1.1094 0.5 -0.3 -1.2 -0.539
C 5.9507 0.5633 0.6301 -1.3 0.3 1.0 -0.326
C -4.1874 0.4855 -2.1414 0.2 0.4 -1.0 -1.133
C -5.1001 -2.2652 -0.3599 -0.8 0.8 0.0 -1.079
C 9.0014 -4.3280 -2.2868 -0.3 -1.1 -0.7 -0.452
C -7.2790 -0.8564 4.1378 -2.2 0.4 -8.0 0.620
C 2.9946 5.2870 -0.5774 -1.5 1.3 -0.7 -0.471
C -6.1990 -4.3387 -4.4422 7.1 -0.1 4.4 0.382
C -8.5893 -2.8254 -0.2979 2.9 -0.6 -7.7 0.455
C -4.4491 1.2797 -0.7314 -0.6 1.1 -0.6 1.458
C 1.2420 1.0892 -1.5793 -1.2 0.0 -0.5 -0.270
C -6.9186 -0.9055 5.6136 -0.3 0.0 -1.2 -0.912
C -4.7446 -1.6498 2.1792 -0.1 -0.9 -0.7 -1.069
C 8.5836 -5.5692 -3.0582 -2.3 -6.9 -4.2 0.224
C -1.4774 4.4062 -1.3591 -1.5 -3.3 3.3 -0.600
C -5.0122 0.3645 0.4999 0.7 0.0 0.8 -1.102
C 0.3420 -4.4087 1.7697 -1.2 0.0 -0.5 -0.729
C -4.3700 -1.1333 0.6319 -0.2 -1.1 1.1 1.841
C -2.7374 -1.2148 0.5263 0.0 -1.2 0.3 -0.351
C 1.8089 4.6653 0.3811 0.3 -1.3 0.1 0.592
C 4.8610 3.1646 0.2482 0.1 0.0 -1.0 0.202
C 4.7695 4.6318 0.9727 1.0 0.1 1.2 -0.534
C -2.2449 2.1090 1.0162 0.7 3.3 -4.0 -0.089
C -0.9786 3.1813 1.1670 -1.1 0.6 -2.2 -0.391
C -7.4976 -4.3160 -5.2318 1.1 0.0 0.7 -0.722
C -0.5898 4.3222 0.0521 -3.1 -2.2 -1.3 0.214
C 8.5509 -0.2139 -1.8744 3.9 -0.6 -1.3 0.532
C -3.1269 2.1997 -0.3613 2.7 2.1 0.7 0.092
C -2.7162 3.3429 -1.5111 2.1 0.8 2.6 -0.225
C -1.0518 -4.3870 1.1639 -7.6 -0.1 -3.3 0.450
C 5.0855 -1.6365 2.3184 -0.9 -0.6 -0.6 -0.843
C 5.9674 0.1884 -0.9652 -0.9 -0.6 -0.8 0.608
C 7.2451 0.7753 -1.8075 -0.1 1.2 -2.9 0.456
B 4.7335 -0.4455 1.1907 -2.8 -1.4 0.6 1.101
H 9.9686 -4.4964 -1.8051 -0.2 -0.1 -0.1 0.335
H -4.4850 -2.4751 -1.3343 -1.1 0.2 2.0 0.260
H 5.0933 3.2011 3.5155 0.3 -1.4 -1.5 0.234
H 1.6661 3.5285 0.0476 0.4 2.3 1.1 -0.342
H 5.8873 4.9504 1.2457 -2.5 -0.6 -0.8 0.238
H -4.7450 0.9441 1.5067 -0.6 -1.1 -2.1 0.247
H -3.3706 3.4249 -2.5047 1.7 -0.3 2.5 0.039
H -6.1970 0.2636 0.5131 2.6 0.3 -0.3 0.216
H 1.9035 1.7535 -2.1423 -0.2 -0.1 0.0 0.383
H -9.8444 -1.8800 1.1753 0.2 -0.1 -0.1 0.258
H 9.0862 -3.4767 -2.9678 0.0 -0.4 0.1 0.157
H 8.2570 -4.0977 -1.5196 0.1 -0.1 -0.2 0.167
H -4.3265 1.2972 -3.0062 0.4 -1.8 1.8 0.412
H -0.3069 3.1583 2.1516 -1.7 0.0 -2.4 0.201
H -8.3436 -2.5815 1.8279 -0.2 0.0 -0.3 0.027
H 5.1325 -1.1842 3.4002 0.2 -0.9 -2.1 0.277
H -9.6933 -3.6445 1.3603 0.1 0.1 -0.2 0.341
H 4.1782 -2.4081 2.3162 1.9 1.7 0.0 0.138
H -5.8623 -2.0657 2.1669 2.6 1.2 0.2 0.052
H 1.0035 -3.7445 1.2067 -0.2 -0.1 0.0 0.169
H -6.4589 0.0391 5.9167 -0.1 -0.1 -0.2 0.286
H 3.2185 4.5854 -1.5153 -0.3 1.2 2.2 0.177
H -1.2536 5.2057 -2.1979 -0.5 -1.9 2.0 0.261
H -3.0674 0.0997 -2.2795 -3.0 0.6 0.5 0.200
H 2.5354 6.2801 -1.0558 1.1 -2.1 1.2 0.370
H -7.8187 -1.0716 6.2119 0.1 0.0 -0.2 0.339
H -8.2018 -5.0394 -4.8119 0.2 0.1 0.0 0.241
H 0.3017 -4.0733 2.8097 -0.1 0.0 -0.2 0.268
H -2.2455 -0.8269 1.5415 -1.0 -0.5 -2.3 0.220
H -5.3587 -3.2635 0.2410 1.0 2.1 -1.4 0.287
H 4.2038 4.5952 2.0177 1.0 -0.1 -2.4 0.200
H 1.2017 1.4246 -0.5394 -0.3 0.0 -0.1 -0.103
H -4.0820 -2.5889 2.5002 -1.2 2.1 -0.8 0.215
H -4.9872 -0.3541 -2.3862 1.7 1.7 0.9 0.220
H 3.0948 0.4849 0.3137 0.5 -1.6 0.5 0.124
H -5.6760 3.1885 -0.1786 -0.2 -1.7 -2.1 0.284
H -2.2700 -0.7317 -0.4306 -0.9 -0.6 2.0 -0.174
H -5.5462 2.8832 -2.1178 0.0 -0.8 2.2 0.337
H 0.7464 -5.4242 1.7385 -0.2 0.1 0.0 0.343
H -6.6576 1.7419 -1.0979 2.0 1.6 0.2 0.388
H 5.2695 3.3605 -0.8548 -0.6 -0.6 2.5 0.299
H 1.6464 0.0737 -1.6106 -0.2 0.1 -0.1 0.466
H -6.2130 -1.7203 5.7981 -0.1 0.1 -0.2 0.264
H 6.0481 -2.2514 2.0332 -1.8 1.4 0.8 0.247
H 3.8006 2.6376 0.1006 2.3 1.2 0.6 -0.385
H -7.3031 -4.5736 -6.2766 0.1 0.0 0.2 0.325
H -6.1626 -1.8436 -0.7040 2.5 -0.8 0.7 -0.036
H -7.9432 -3.3184 -5.1880 0.2 -0.2 0.1 0.246
H -2.4996 1.3249 1.8481 0.7 1.8 -1.8 0.213
H 2.0410 4.7548 1.5428 -0.2 -0.3 -2.6 0.056
H -4.5887 -0.7773 2.9464 -0.4 -1.7 -1.3 0.295
H -2.4615 -2.3745 0.4828 -0.8 2.9 0.0 -0.100
```
Positions in Å, forces in eV/Å.

SMILES: CB(O)[C@]1(C(F)(F)C(F)(F)C(F)(F)F)OS(=O)(=O)O[C@@]1(S)CCOCCOc1ccc(C(C)(C)CC(C)(C)C)cc1.CC#N.CC#N.CC#N.CC#N.CC#N.CC#N
HOMO-LUMO gap in eV: 6.6
Highest occupied orbital energy in eV: -7.95

| no. | strongest force on any atom (eV/A) |
| --- | --- |
| 1 | 5.27 |
| 2 | 6.94 |
| 3 | 2.59 |
| 4 | 2.12 |
| 5 | 1.43 |
| 6 | 10.61 |